[1]
{
  "formula": "C4H5NO",
  "method": "ωB97M-V/def2-TZVPD",
  "total_charge": 0,
  "homo_energy_ev": -8.5,
  "lumo_ev": 0.78,
  "species": ["C", "C", "C", "C", "O", "N", "H", "H", "H", "H", "H"],
  "xyz": [[0.250, -1.301, -1.439], [0.545, -0.222, -0.451], [1.012, -0.373, 0.904], [0.323, 0.763, 0.981], [0.190, 1.013, -0.718], [-0.546, 1.554, 1.619], [-0.614, -1.877, -1.093], [1.100, -1.987, -1.484], [0.035, -0.880, -2.424], [-0.537, 2.540, 1.400], [-0.791, 1.296, 2.564]]
}

[2]
{
  "formula": "C35H84N5O9",
  "method": "ωB97M-V/def2-TZVPD",
  "total_charge": 3,
  "homo_energy_ev": -11.2,
  "lumo_ev": -6.31,
  "species": ["C", "C", "C", "N", "C", "C", "C", "C", "C", "C", "H", "H", "H", "H", "H", "H", "H", "H", "H", "H", "H", "H", "H", "H", "H", "H", "H", "H", "H", "H", "C", "C", "C", "N", "C", "C", "C", "C", "C", "C", "H", "H", "H", "H", "H", "H", "H", "H", "H", "H", "H", "H", "H", "H", "H", "H", "H", "H", "H", "H", "C", "N", "C", "C", "C", "C", "O", "H", "H", "H", "H", "H", "H", "H", "H", "H", "H", "H", "H", "H", "H", "C", "N", "C", "C", "C", "C", "O", "H", "H", "H", "H", "H", "H", "H", "H", "H", "H", "H", "H", "H", "H", "C", "N", "C", "C", "C", "C", "O", "H", "H", "H", "H", "H", "H", "H", "H", "H", "H", "H", "H", "H", "H", "O", "C", "O", "O", "H", "O", "C", "O", "O", "H"],
  "xyz": [[3.403, 0.533, -1.195], [4.156, 0.864, -2.540], [3.555, 0.080, -3.760], [4.383, 0.179, -5.100], [3.452, -0.462, -6.238], [4.167, -0.669, -7.568], [5.439, -1.473, -7.381], [6.350, -0.827, -6.387], [5.696, -0.569, -4.957], [4.676, 1.612, -5.398], [2.370, 0.861, -1.311], [3.611, 1.179, -0.342], [3.589, -0.494, -0.880], [5.208, 0.580, -2.505], [4.031, 1.942, -2.645], [2.572, 0.468, -4.027], [3.280, -0.955, -3.556], [3.078, -1.422, -5.881], [2.607, 0.212, -6.379], [3.512, -1.143, -8.299], [4.443, 0.336, -7.889], [5.297, -2.538, -7.197], [5.933, -1.591, -8.346], [7.259, -1.397, -6.196], [6.649, 0.152, -6.763], [5.431, -1.521, -4.497], [6.344, -0.066, -4.239], [3.763, 2.195, -5.518], [5.283, 1.685, -6.300], [5.189, 2.069, -4.551], [-4.757, 0.707, 3.183], [-3.642, 1.262, 2.327], [-4.239, 2.063, 1.064], [-3.356, 2.322, -0.190], [-2.056, 3.066, 0.142], [-1.070, 3.268, -1.153], [-0.745, 1.977, -1.872], [-1.950, 1.076, -2.016], [-2.883, 0.965, -0.796], [-4.139, 3.167, -1.179], [-5.244, -0.131, 2.685], [-5.463, 1.472, 3.508], [-4.285, 0.255, 4.055], [-2.963, 0.449, 2.071], [-3.149, 1.877, 3.081], [-4.587, 3.056, 1.347], [-5.064, 1.487, 0.643], [-1.560, 2.458, 0.898], [-2.215, 4.005, 0.671], [-0.127, 3.574, -0.701], [-1.300, 4.006, -1.922], [-0.019, 1.476, -1.232], [-0.361, 2.271, -2.848], [-1.547, 0.149, -2.424], [-2.399, 1.458, -2.933], [-2.394, 0.413, 0.006], [-3.784, 0.447, -1.125], [-4.367, 4.084, -0.635], [-4.981, 2.525, -1.439], [-3.550, 3.416, -2.062], [-1.597, -3.981, -3.383], [-0.470, -3.419, -4.223], [-0.062, -4.272, -5.368], [-0.848, -2.113, -4.832], [0.791, -3.212, -3.363], [0.790, -2.218, -2.120], [-0.067, -2.671, -1.138], [-2.387, -4.479, -3.946], [-1.971, -3.155, -2.779], [-1.099, -4.755, -2.799], [0.294, -5.207, -4.937], [0.719, -3.782, -5.949], [-0.902, -4.424, -6.047], [-1.237, -1.460, -4.051], [-1.511, -2.194, -5.693], [0.038, -1.647, -5.264], [1.536, -2.921, -4.104], [1.088, -4.212, -3.048], [0.630, -1.172, -2.383], [1.723, -2.233, -1.556], [0.093, -2.062, -0.414], [-0.104, 0.649, 6.560], [-0.477, 2.147, 6.526], [0.826, 2.963, 6.544], [-1.024, 2.444, 5.108], [-1.453, 2.589, 7.678], [-2.325, 3.844, 7.487], [-1.570, 4.939, 6.983], [0.626, 0.510, 5.762], [-1.022, 0.064, 6.512], [0.473, 0.524, 7.476], [1.540, 2.543, 5.834], [1.380, 2.693, 7.444], [0.643, 4.008, 6.298], [-1.987, 1.953, 4.966], [-0.265, 2.110, 4.400], [-1.239, 3.512, 5.060], [-0.852, 2.858, 8.546], [-1.952, 1.661, 7.958], [-2.904, 4.191, 8.343], [-3.159, 3.765, 6.790], [-1.948, 5.761, 7.306], [-2.125, -4.653, 4.097], [-1.561, -3.395, 3.392], [-2.481, -2.133, 3.790], [-0.155, -3.068, 3.984], [-1.410, -3.618, 1.870], [-2.708, -3.516, 1.062], [-3.750, -4.267, 1.583], [-3.021, -4.985, 3.572], [-2.153, -4.468, 5.171], [-1.398, -5.424, 3.842], [-2.276, -1.910, 4.837], [-3.536, -2.382, 3.673], [-2.085, -1.398, 3.089], [0.354, -2.252, 3.471], [0.542, -3.873, 3.753], [-0.223, -2.888, 5.057], [-1.003, -4.617, 1.709], [-0.742, -2.823, 1.539], [-2.499, -3.810, 0.033], [-3.066, -2.492, 0.964], [-4.547, -3.772, 1.384], [1.172, 1.085, 1.330], [0.338, 0.131, 1.587], [0.064, -0.726, 0.713], [-0.100, 0.224, 2.750], [0.796, 1.431, 2.142], [2.636, 4.470, 1.808], [2.644, 4.222, 3.079], [1.565, 3.805, 3.532], [3.631, 4.536, 3.769], [1.812, 3.991, 1.924]]
}

[3]
{
  "formula": "C24H20BrClCrNO6S",
  "method": "ωB97M-V/def2-TZVPD",
  "total_charge": 0,
  "s_squared": 0.760,
  "homo_energy_ev": [-9.0, -9.0],
  "multiplicity": 2,
  "lumo_ev": [-1.07, -0.92],
  "species": ["Cr", "O", "Cl", "O", "O", "O", "C", "C", "C", "C", "C", "C", "C", "C", "S", "C", "N", "C", "C", "C", "C", "C", "C", "C", "C", "H", "H", "H", "H", "H", "H", "H", "H", "H", "H", "H", "H", "H", "H", "H", "H", "Br", "C", "C", "C", "C", "C", "C", "C", "O", "O", "H", "H", "H", "H"],
  "xyz": [[0.010, 0.166, 0.167], [2.992, -1.349, -1.671], [2.044, -0.636, -0.936], [1.587, -1.332, 0.282], [2.432, 0.690, -0.543], [0.751, -0.438, -1.683], [0.602, 7.400, -0.990], [0.897, 5.933, -0.670], [1.933, 5.420, -1.681], [1.485, 5.851, 0.743], [-0.355, 5.063, -0.743], [-1.630, 5.594, -0.997], [-2.765, 4.809, -1.059], [-2.625, 3.442, -0.866], [-3.839, 2.195, -0.834], [-2.607, 1.035, -0.527], [-1.394, 1.523, -0.428], [-1.363, 2.893, -0.619], [-0.232, 3.694, -0.549], [-2.766, -0.396, -0.309], [-3.972, -1.079, -0.406], [-3.986, -2.437, -0.131], [-2.812, -3.089, 0.225], [-1.609, -2.393, 0.314], [-1.569, -1.032, 0.054], [1.527, 7.973, -0.927], [-0.100, 7.839, -0.282], [0.204, 7.526, -1.997], [2.817, 6.056, -1.655], [1.534, 5.428, -2.696], [2.253, 4.405, -1.452], [2.405, 6.432, 0.790], [1.714, 4.828, 1.034], [0.791, 6.254, 1.481], [-1.739, 6.655, -1.156], [-3.729, 5.255, -1.251], [0.729, 3.248, -0.337], [-4.886, -0.571, -0.686], [-4.913, -2.988, -0.194], [-2.834, -4.150, 0.430], [-0.704, -2.920, 0.589], [-6.450, 1.638, 3.168], [-4.567, 1.718, 2.995], [-3.950, 2.954, 2.872], [-2.576, 3.003, 2.721], [-1.833, 1.826, 2.668], [-2.468, 0.598, 2.806], [-3.840, 0.538, 2.980], [-0.369, 1.940, 2.403], [0.290, 2.909, 2.682], [0.158, 0.889, 1.775], [-4.540, 3.859, 2.888], [-2.064, 3.949, 2.616], [-1.893, -0.316, 2.765], [-4.339, -0.413, 3.089]]
}

[4]
{
  "formula": "C4H5F2N",
  "method": "ωB97M-V/def2-TZVPD",
  "total_charge": 0,
  "homo_energy_ev": -7.8,
  "lumo_ev": 0.23,
  "species": ["C", "C", "C", "C", "N", "F", "F", "H", "H", "H", "H", "H"],
  "xyz": [[-1.127, 1.671, 0.749], [0.081, 0.052, -0.631], [0.682, 0.837, -2.681], [0.631, -1.238, -0.667], [-0.452, 0.755, 0.158], [1.984, 1.027, -2.247], [0.177, 2.083, -2.737], [-2.176, 1.832, 0.877], [-0.573, 2.372, 1.238], [0.679, -1.676, 0.282], [1.533, -1.160, -1.268], [-0.092, -1.918, -1.232]]
}

Energy above the lowest of the compared OMol25 structures with the same formula, charge and spin (computed, eV): 4.484 0.000 0.487 4.647